Density functional theory data (ωB97M-V/def2-TZVPD) for the molecule C4H5NO2 at a distorted geometry.

Structure (XYZ):
```
12
Properties=species:S:1:pos:R:3:lowdin_charge:R:1
O -3.10312 -0.45542 0.06071 0.064
C -1.91893 -0.20112 0.14382 -0.515
C -1.34767 1.15895 0.41124 0.042
C -0.01783 1.11102 0.19281 -0.003
C 0.41239 -0.27940 -0.19766 -0.302
O 1.47992 -0.81912 0.64421 0.008
N -0.85430 -1.01135 0.05846 0.108
H -1.93265 1.94036 0.76544 0.094
H 0.71223 1.99490 0.42268 0.150
H 0.68694 -0.53787 -1.15313 0.123
H 1.61115 -0.34506 1.41040 0.037
H -0.69179 -2.06284 -0.00456 0.196
```

Computed properties:
Energy (eV): -9813.0604
SMILES: O=C1C=C[C@@H](O)N1
Energy above the lowest of the compared OMol25 structures with the same formula, charge and spin (kcal per mole): 28.93
HOMO (eV): -9.90
Largest force on an atom (eV/A): 4.7
2S+1: 1